15
Properties=species:S:1:pos:R:3 method="wB97M-V/def2-TZVPD" homo_lumo_gap_ev=9.01 lumo_energy_ev=0.447 relative_energy_ev=3.222 multiplicity=1 total_charge=0
C 0.66482 -2.81382 -0.98587
C -0.96038 1.53194 0.39372
C 0.77237 -1.47495 -1.09135
C -0.26671 0.65930 -0.56440
C 0.19096 -0.58729 -0.11325
O 0.82490 1.25277 2.33322
S 0.35818 2.31373 1.44210
H 0.92261 -3.48270 -1.78896
H 0.15613 -3.03776 0.02911
H -1.25719 2.35694 -0.13302
H -1.78221 1.06591 0.87748
H 1.25947 -1.04777 -1.97882
H -0.20770 1.13305 -1.53178
H -0.02956 -0.82302 0.92014
H -0.64569 2.95369 2.19166

74
Properties=species:S:1:pos:R:3 method="wB97M-V/def2-TZVPD" s_squared=0.770 homo_lumo_gap_ev="5.84 / 3.45" lumo_energy_ev="-9.822 / -12.216" relative_energy_ev=4.297 multiplicity=2 total_charge=+3
W 0.38573 0.20059 -0.89530
C 2.97387 -3.14164 -2.28976
Si 2.91216 -1.55001 -1.31209
C 4.33844 -1.23094 -0.17424
C 2.81487 -0.08730 -2.51432
N 1.32013 -1.49668 -0.43018
C 1.30428 -2.17775 0.80923
C 2.05914 -3.33525 1.03123
C 2.04454 -3.96195 2.26423
C 1.30060 -3.44057 3.31466
C 0.53555 -2.30477 3.11443
C 0.53379 -1.71611 1.86316
O -0.20763 -0.55813 1.57656
C -1.47315 -0.44501 2.16514
C -2.31139 -1.55220 2.24712
C -3.59695 -1.38771 2.75443
C -4.03533 -0.13118 3.15445
C -3.18527 0.96368 3.04711
C -1.89589 0.81299 2.55063
H 3.16532 -2.94586 -3.34762
H 2.06453 -3.73855 -2.20671
H 3.79866 -3.76609 -1.93914
H 5.25235 -1.62824 -0.62265
H 4.22439 -1.69538 0.80451
H 4.47420 -0.15818 -0.02993
H 3.85274 -0.08921 -2.87413
H 2.71033 0.91440 -2.09303
H 2.19802 -0.18595 -3.40619
H 2.65653 -3.75889 0.23463
H 2.62924 -4.86003 2.40862
H 1.31806 -3.91370 4.28620
H -0.05115 -1.88207 3.91944
H -1.95047 -2.53343 1.95964
H -4.24742 -2.24727 2.85483
H -5.02856 -0.00841 3.56418
H -3.52552 1.94002 3.36575
H -1.22478 1.65484 2.44797
N -0.14808 -1.58883 -2.55944
C -1.26436 -1.53248 -3.53929
C -2.62249 -1.91795 -2.95648
C -3.42542 -0.85898 -2.21186
N -3.08551 -0.82708 -0.70058
H 0.72335 -1.64565 -3.08134
H -0.21012 -2.44087 -2.00859
H -1.05512 -2.22913 -4.35205
H -1.29233 -0.53438 -3.97609
H -2.53326 -2.82079 -2.34063
H -3.25286 -2.21499 -3.79634
H -4.49190 -1.07472 -2.23794
H -3.25854 0.15662 -2.57262
H -3.29153 -1.73817 -0.27870
H -3.63820 -0.11146 -0.20793
F 0.07268 0.84491 -2.66463
P -0.62665 3.21787 -3.32159
F -0.79086 3.19829 -1.72696
F -2.02286 2.46109 -3.35656
F -1.03774 4.66304 -3.58222
F 0.91510 3.35624 -3.09912
F -0.35843 2.67923 -4.75679
O -1.47970 0.70719 -0.34722
C -1.66822 -0.50593 -0.58267
O 1.24318 1.84583 -0.57873
O 1.73812 0.81713 0.28862
Br -0.56940 7.49432 2.03113
C 0.21157 5.88766 2.34728
C 1.12145 5.70714 3.41177
C 1.65873 4.46042 3.56263
C 1.30023 3.44327 2.64834
N 0.43182 3.59568 1.63381
C -0.11015 4.78010 1.48718
H 1.38017 6.53317 4.06132
H 2.36272 4.24467 4.35491
H 1.75468 2.46173 2.73195
H -0.81404 4.92777 0.67455

85
Properties=species:S:1:pos:R:3 method="wB97M-V/def2-TZVPD" homo_lumo_gap_ev=5.53 lumo_energy_ev=1.618 multiplicity=1 total_charge=-1
C 0.20180 -3.55559 1.09839
C 1.28244 -2.52259 0.75640
N 0.82712 -1.12877 0.82872
C -0.32629 -0.83764 -0.06966
C -1.50343 -0.19519 0.70907
N -2.42668 -1.15765 1.30629
P -3.26286 -2.04743 0.24845
O -3.42049 -3.45087 0.78529
C 1.83796 -0.19828 0.63438
C 3.26411 -0.56448 0.26840
O 1.59721 0.96284 0.79317
H -0.80921 -3.26248 0.82244
H 0.20071 -3.78124 2.15925
H 0.42106 -4.46303 0.53352
H 1.75878 -2.77566 -0.20093
H 2.07118 -2.63509 1.50458
H -0.62893 -1.70185 -0.65001
H 0.00449 -0.08405 -0.79569
H -1.03283 0.34320 1.53464
H -1.97569 0.57913 0.07624
H -4.58580 -1.56654 0.01556
H -2.66348 -2.14506 -1.03841
H 3.90150 -0.40106 1.12209
H 3.57937 0.10450 -0.52063
H 3.40409 -1.58024 -0.08753
C -6.66034 -2.73971 3.26094
C -5.50376 -1.77807 3.33923
O -6.15360 -0.50602 3.18289
C -7.44136 -0.64623 3.56073
O -8.20791 0.25427 3.70801
O -7.75593 -1.95394 3.75221
H -6.51607 -3.62571 3.87448
H -6.87727 -3.04780 2.23667
H -5.00341 -1.80048 4.30908
H -4.77047 -1.94806 2.56053
C 0.70425 4.08331 0.73648
C 1.89261 5.00372 0.84462
O 1.31113 6.29313 0.61266
C -0.00432 6.21341 0.92792
O -0.73260 7.15461 1.00459
O -0.37906 4.93569 1.14470
H 0.78389 3.21281 1.38108
H 0.52339 3.74859 -0.28533
H 2.34195 4.99367 1.83958
H 2.66173 4.78766 0.10754
C -3.73537 7.38167 1.58939
C -3.69022 6.77355 2.96711
O -4.47578 7.69410 3.73557
C -5.31356 8.33806 2.88361
O -6.20720 9.04460 3.22545
O -4.99421 8.07164 1.59420
H -3.70618 6.63705 0.79869
H -2.93769 8.10324 1.42452
H -4.16002 5.78908 3.00852
H -2.67982 6.69985 3.36049
C 7.88824 0.10936 -2.36347
C 6.48747 0.30918 -2.88616
O 5.69474 -0.35658 -1.89865
C 6.40516 -0.38915 -0.74458
O 5.96989 -0.73196 0.30747
O 7.68424 0.01317 -0.95050
H 8.55181 0.93683 -2.60531
H 8.33416 -0.81777 -2.71479
H 6.19798 1.36145 -2.92285
H 6.33475 -0.13378 -3.86729
C -5.89202 -3.43156 -3.58631
C -5.22251 -3.16776 -4.91374
O -4.67509 -1.86426 -4.73093
C -4.50979 -1.66657 -3.39000
O -3.92220 -0.75512 -2.91808
O -5.10961 -2.65891 -2.68024
H -5.87716 -4.48247 -3.30636
H -6.92274 -3.07035 -3.55837
H -4.40893 -3.86748 -5.11809
H -5.91933 -3.18061 -5.74948
C 8.15596 -4.77941 -1.10651
C 7.05604 -3.78487 -1.38722
O 7.61404 -3.00295 -2.45237
C 8.55308 -3.76043 -3.07689
O 9.08099 -3.46309 -4.09835
O 8.80506 -4.89366 -2.37792
H 7.77920 -5.74442 -0.77702
H 8.87776 -4.41071 -0.37529
H 6.13978 -4.25922 -1.74227
H 6.82013 -3.15946 -0.52859

It is found that the calculated total energy values, taken in the order of the records, are -18194.0804, -144872.0174, -78724.9120 eV.
It is found that the max |F| values, taken in the order of the records, are 0.0905, 0.0805, 0.0533 Eh/bohr.